C26H40F6NO4P2S2SiZr as an isolated structure, computed with ωB97M-V/def2-TZVPD.

```
83
Properties=species:S:1:pos:R:3:forces:R:3
H -3.1083 -4.0622 -2.6868 0.00 0.00 0.00
H 1.2298 2.1519 -7.9213 0.00 0.00 0.00
F 1.2356 3.7007 0.0094 -0.02 -0.11 0.10
C 0.5627 0.3774 -4.5872 -0.01 0.05 0.10
H -1.2118 -0.4258 -5.5400 -0.01 0.00 -0.01
H -2.2781 2.2962 4.6619 0.00 0.01 0.00
O -1.1623 0.7088 2.9449 -0.04 -0.01 -0.07
C 1.8529 0.2801 3.9214 -0.05 -0.02 -0.06
O -0.1690 -1.6742 2.2728 0.01 0.00 0.00
S 1.6985 -0.3670 -1.7170 -0.05 -0.09 -0.12
H -2.7508 -0.6866 5.5689 0.00 0.00 0.00
S -1.2582 0.8638 -2.4496 -0.20 0.21 -0.04
C -1.6933 -2.4628 -2.8345 0.04 -0.03 -0.03
H -2.8813 5.5962 -0.0341 0.02 -0.01 -0.01
F 2.7075 2.1251 -0.5340 -0.17 0.06 -0.01
C -2.3528 0.3552 3.7282 0.03 0.01 0.01
C -0.0953 -3.9993 2.7120 -0.01 0.03 0.01
C -0.1865 -4.2086 -4.4072 0.03 0.02 -0.01
C -3.2910 -0.4745 2.8648 0.03 0.04 0.01
H -0.1664 -2.3910 -0.3496 0.01 0.00 -0.02
C 2.1153 2.5515 2.9040 0.01 -0.04 -0.05
P 0.1932 -0.4510 -3.0498 0.24 -0.25 0.01
H 2.8028 2.4475 -6.0426 0.00 0.00 -0.01
H 2.4026 3.1189 2.0205 -0.01 0.01 0.01
O -0.7944 0.1789 0.3245 -0.03 0.07 -0.12
C -3.1415 4.6427 0.4249 -0.06 0.05 -0.03
C 1.9255 1.8277 -5.9198 0.03 0.00 0.05
H 1.2351 -2.6126 -4.5834 0.00 -0.01 -0.01
H 3.4968 -0.4551 1.8592 0.01 0.00 0.01
H 1.8275 -0.7931 3.7321 0.00 0.02 0.02
H 0.9030 0.5976 4.3482 0.00 -0.01 0.01
C -0.0923 0.8499 -6.8493 -0.04 -0.03 0.01
H 2.8161 2.8130 3.6967 -0.02 0.00 0.02
H 2.1390 -3.8067 1.0629 0.01 0.00 0.00
H -3.2475 4.7781 1.5010 0.03 -0.03 0.01
H -1.1741 -4.0182 2.8694 0.00 -0.01 0.00
C 1.0377 1.6543 -6.9798 0.00 0.01 -0.02
C 2.1875 1.0593 2.6615 0.16 -0.06 0.09
H -3.3024 2.2207 3.2112 0.00 0.00 0.00
H -1.3746 -1.3278 4.6613 0.00 0.00 0.01
Si -0.3432 -0.1514 1.8728 0.19 0.05 0.13
H 0.3913 -4.8890 -5.0174 0.00 0.00 0.00
C -0.3436 0.2115 -5.6533 0.06 0.06 -0.02
C -2.1581 -3.7425 -3.0923 -0.01 0.01 0.02
H 0.3925 -3.7977 3.6657 0.00 -0.01 0.00
C 0.2745 -2.9382 1.6924 0.01 -0.06 -0.04
C 3.5179 0.6094 2.0926 0.00 0.00 -0.02
C 0.2878 -2.9314 -4.1635 -0.02 -0.01 0.01
H 3.7998 1.1697 1.2042 -0.01 0.00 0.02
H 2.6333 0.4696 4.6572 0.01 0.02 -0.01
H 1.1127 2.8385 3.2250 0.01 0.02 0.00
Zr 0.4906 1.4881 -0.3291 0.37 -0.30 -0.12
F 1.1815 2.8363 -2.0571 -0.08 -0.04 0.16
O 1.1333 0.7312 1.6085 -0.24 0.27 -0.07
H 2.0313 -2.0653 0.7855 0.01 -0.01 -0.01
C 1.6885 1.2034 -4.7117 -0.02 0.01 -0.09
F 3.4146 3.3624 -2.3607 0.00 -0.01 0.00
H -4.0823 4.2830 0.0091 0.01 -0.01 0.00
H -4.2081 -0.6858 3.4141 -0.01 -0.01 -0.02
H -3.8615 1.5118 4.7321 0.00 0.02 0.00
N -1.2647 2.9173 -0.0474 -0.08 0.14 -0.07
C -1.8927 -0.4140 4.9546 0.00 0.01 -0.03
H -1.7757 -5.6059 -4.0748 0.00 0.00 0.00
C 1.7776 -2.8677 1.4820 -0.04 0.03 0.03
H -0.7690 0.7211 -7.6825 0.01 0.01 -0.01
F 1.9001 5.0221 -1.7741 0.00 0.00 0.00
H 4.2898 0.7723 2.8448 0.00 0.00 0.00
H -1.2225 0.1973 5.5596 0.00 -0.01 0.01
H -0.2032 -4.1305 -0.0320 0.00 0.00 -0.01
H -3.5541 0.0678 1.9539 -0.01 -0.01 0.00
H 2.3736 1.3238 -3.8839 0.00 0.00 0.01
C -2.0949 3.6787 0.1583 0.00 0.00 0.06
C -0.4554 -3.1517 0.3772 -0.02 0.03 0.03
C -1.4062 -4.6092 -3.8741 -0.01 -0.01 0.00
F 3.4699 4.2900 -0.2296 0.00 0.00 0.00
P 2.4296 3.6823 -1.2032 -0.02 -0.01 0.03
H 2.2920 -2.6995 2.4288 0.01 -0.01 -0.01
H -1.5359 -3.1074 0.5262 0.00 -0.01 0.00
C -0.4739 -2.0641 -3.3778 -0.02 0.05 0.09
H -2.8348 -1.4296 2.5966 -0.01 -0.01 0.00
C -2.9857 1.6814 4.1060 0.00 -0.03 0.03
H -2.2743 -1.7846 -2.2214 -0.01 -0.01 0.00
H 0.2208 -4.9819 2.3627 0.00 0.00 0.00
```
Forces are in eV/Å.

Output
**Charge**: +2
**<S²>**: 0.76
**Frontier orbital gap (alpha / beta)**: 8.548 / 5.554 eV
**Highest occupied orbital energy (alpha / beta)**: -14.84 / -14.82 eV
**DFT total energy**: -3785.36076 hartree
**Spin multiplicity**: 2
**Max |F|**: 0.498 eV/Å
**Relative energy (zero: lowest compared OMol25 entry of this formula, charge and spin)**: 0.00 kJ/mol

Mulliken population analysis, charges in e, atoms 1 to 8:
1 H 0.46
2 H 0.43
3 F -0.34
4 C 0.61
5 H 0.45
6 H 0.34
7 O -0.34
8 C -1.41